[1]
{
  "formula": "C5H6O2",
  "method": "ωB97M-V with the def2-TZVPD basis set",
  "lumo_ev": -1.00,
  "charge": 0,
  "smiles": "C=C=C=CC=O.O",
  "relative_energy_ev": 3.260,
  "spin_multiplicity": 1,
  "total_energy_ha": -344.4821,
  "homo_ha": -0.3598,
  "symbols": ["C", "C", "C", "C", "C", "O", "H", "H", "H", "H", "O", "H", "H"],
  "coordinates": [[2.3350, 0.1441, 0.6391], [1.0616, 0.1959, 0.9458], [-0.2016, 0.0677, 0.9883], [-1.4934, -0.1213, 0.7818], [-2.2543, 0.8475, -0.0321], [-3.3704, 0.6395, -0.4458], [2.7997, 0.9282, 0.0477], [2.9342, -0.7270, 0.8892], [-2.0087, -1.0202, 1.1121], [-1.7049, 1.7784, -0.2761], [0.8353, -1.2499, -1.6344], [0.9989, -0.3552, -1.9561], [0.0686, -1.1278, -1.0594]],
  "forces_ev_per_a": [[-0.092, 0.022, 0.063], [-0.052, -0.071, -0.075], [0.150, -0.014, -0.099], [0.073, -0.036, 0.114], [-0.275, 0.014, -0.109], [0.319, 0.086, 0.186], [-0.023, -0.028, 0.183], [-0.049, 0.185, 0.124], [0.050, 0.118, 0.017], [-0.060, -0.038, 0.002], [-0.214, 0.131, -0.243], [0.073, -0.167, -0.077], [0.100, -0.202, -0.087]]
}

---

[2]
{
  "formula": "C39H88ClF2IN3O15S",
  "method": "ωB97M-V with the def2-TZVPD basis set",
  "lumo_ev": -4.89,
  "charge": 1,
  "spin_multiplicity": 1,
  "total_energy_ha": -4186.7410,
  "homo_ha": -0.4108,
  "symbols": ["C", "C", "O", "C", "C", "N", "N", "C", "O", "F", "C", "O", "F", "C", "C", "N", "C", "C", "O", "Cl", "C", "I", "C", "C", "C", "C", "S", "C", "C", "C", "C", "O", "C", "O", "C", "H", "H", "H", "H", "H", "H", "H", "H", "H", "H", "H", "H", "H", "H", "H", "H", "H", "H", "H", "H", "H", "H", "H", "H", "H", "H", "H", "H", "H", "H", "H", "H", "H", "H", "C", "C", "O", "H", "H", "H", "H", "H", "H", "C", "C", "O", "H", "H", "H", "H", "H", "H", "C", "C", "O", "H", "H", "H", "H", "H", "H", "C", "C", "O", "H", "H", "H", "H", "H", "H", "C", "C", "O", "H", "H", "H", "H", "H", "H", "C", "C", "O", "H", "H", "H", "H", "H", "H", "C", "C", "O", "H", "H", "H", "H", "H", "H", "C", "C", "O", "H", "H", "H", "H", "H", "H", "C", "C", "O", "H", "H", "H", "H", "H", "H"],
  "coordinates": [[-5.5960, 3.9325, -2.0655], [-5.4512, 2.3283, -2.3699], [-4.0663, 1.8921, -2.4188], [-3.5782, 1.5553, -1.0688], [-2.2071, 0.8015, -1.2890], [-1.7702, -0.2834, -0.2747], [-2.1311, -1.4561, -0.9580], [-1.5263, -2.7251, -0.5948], [-0.6319, -3.2139, -1.3558], [-1.8482, -3.5416, 0.5636], [-3.5706, -1.7373, -1.0697], [-4.2007, -1.5072, -2.1403], [-4.3812, -2.3631, -0.0439], [-0.2518, -0.0758, -0.2954], [0.3337, 1.0457, 0.6704], [0.2803, 2.4495, 0.2788], [1.9483, 0.6780, 0.7811], [2.9088, 1.9457, 0.7180], [3.4063, 2.5809, 1.6773], [3.4101, 2.5336, -0.9737], [-0.2218, 0.7123, 2.1642], [0.8258, 1.7356, 3.7678], [-1.8308, 0.7981, 2.1787], [-2.4850, 2.2444, 2.0175], [-2.3579, 3.2691, 3.2368], [-3.4344, 4.5008, 3.1984], [-4.0936, 4.8760, 1.5019], [-2.2360, 0.1297, 3.6225], [-3.7502, -0.3158, 3.8030], [-4.7930, 0.8488, 4.2498], [-5.5641, 0.3708, 5.6142], [-6.8538, -0.2547, 5.3438], [-7.6051, -0.0400, 6.5727], [-8.5260, 0.8139, 6.6336], [-2.3940, -0.2322, 1.0638], [-6.7259, 4.1280, -2.0068], [-5.1386, 4.4476, -3.0006], [-5.0245, 4.1749, -1.1045], [-5.8618, 2.2063, -3.4505], [-6.1343, 1.6944, -1.7059], [-4.4443, 0.9240, -0.6104], [-3.5607, 2.5496, -0.5060], [-1.4025, 1.6166, -1.4381], [-2.2669, 0.3279, -2.3524], [0.3351, -1.0190, 0.0554], [0.1395, 0.0890, -1.3781], [0.4543, 3.1410, 1.0110], [0.6498, 2.6896, -0.6432], [2.2096, 0.0287, -0.1514], [2.1592, -0.0267, 1.6812], [0.0267, -0.4169, 2.3118], [-2.1412, 2.8360, 1.0788], [-3.6255, 2.0778, 1.8417], [-2.4158, 2.8314, 4.2878], [-1.3170, 3.7804, 3.1468], [-2.8500, 5.4209, 3.5941], [-4.2619, 4.3215, 3.9926], [-3.0982, 5.4124, 0.6916], [-1.9265, 0.7633, 4.5191], [-1.5833, -0.8345, 3.6780], [-4.2447, -0.8791, 2.9376], [-3.7627, -1.0722, 4.6895], [-5.6259, 0.9248, 3.4577], [-4.3049, 1.8444, 4.5207], [-5.7999, 1.3617, 6.1800], [-4.8815, -0.2279, 6.3225], [-7.3486, -0.6076, 7.5538], [-3.5420, -0.0537, 1.0953], [-2.2911, -1.2661, 1.5955], [-0.6766, 4.8187, 7.2490], [-1.2059, 5.7306, 6.1603], [-2.5389, 5.3651, 5.8185], [-0.6957, 3.7759, 6.9192], [0.3485, 5.0850, 7.5172], [-1.3020, 4.8814, 8.1444], [-0.5913, 5.6486, 5.2606], [-1.2008, 6.7745, 6.4880], [-3.0785, 5.4487, 6.6174], [7.3403, 1.2442, 0.7580], [6.9730, 1.1189, 2.2234], [6.1054, 2.1790, 2.6038], [7.8300, 2.2029, 0.5659], [8.0108, 0.4384, 0.4536], [6.4443, 1.2124, 0.1301], [7.8676, 1.1728, 2.8481], [6.4709, 0.1656, 2.4206], [5.3126, 2.1177, 2.0514], [0.9267, -5.7740, -4.1022], [0.4594, -4.7789, -5.1455], [-0.9386, -4.5515, -5.0145], [0.3920, -6.7216, -4.2084], [1.9993, -5.9619, -4.1949], [0.7201, -5.4027, -3.0936], [0.6471, -5.1620, -6.1508], [0.9827, -3.8233, -5.0368], [-1.0952, -4.2043, -4.1256], [-5.5965, 0.0453, -7.2887], [-5.9729, -0.0826, -5.8262], [-6.8552, 0.9701, -5.4528], [-5.1156, 1.0088, -7.4782], [-4.9144, -0.7543, -7.5875], [-6.4870, 0.0032, -7.9228], [-5.0834, -0.0182, -5.1953], [-6.4658, -1.0402, -5.6318], [-7.6437, 0.9013, -6.0092], [10.0340, -3.2630, -1.2257], [9.5354, -1.8400, -1.3741], [8.4341, -1.6115, -0.5008], [9.2355, -3.9753, -1.4519], [10.8763, -3.4526, -1.8947], [10.3515, -3.4564, -0.1969], [9.1992, -1.6574, -2.3973], [10.3266, -1.1223, -1.1372], [8.7419, -1.7666, 0.4031], [14.8705, -3.8703, -1.5129], [14.3679, -2.4477, -1.6577], [13.2686, -2.2241, -0.7824], [14.0734, -4.5838, -1.7390], [15.7121, -4.0572, -2.1843], [15.1906, -4.0650, -0.4850], [14.0292, -2.2641, -2.6797], [15.1577, -1.7280, -1.4211], [13.5784, -2.3799, 0.1204], [-10.5019, 0.8335, -1.8933], [-9.3139, 1.7495, -1.6775], [-8.1759, 1.2494, -2.3711], [-10.2760, -0.1770, -1.5422], [-11.3817, 1.2033, -1.3613], [-10.7417, 0.7550, -2.9578], [-9.0643, 1.8079, -0.6155], [-9.5292, 2.7604, -2.0379], [-8.4012, 1.2089, -3.3117], [4.3433, -0.5668, -4.9731], [3.9753, -0.6779, -3.5073], [3.1030, 0.3862, -3.1379], [4.8305, 0.3908, -5.1748], [5.0172, -1.3745, -5.2685], [3.4483, -0.6078, -5.6013], [4.8692, -0.6146, -2.8828], [3.4761, -1.6300, -3.3005], [2.3107, 0.3184, -3.6890], [2.3583, -5.4952, 0.0972], [1.9903, -5.6126, 1.5575], [1.1134, -4.5526, 1.9050], [2.8358, -4.5312, -0.1001], [3.0407, -6.2934, -0.2043], [1.4617, -5.5426, -0.5286], [2.8779, -5.5426, 2.1896], [1.4979, -6.5680, 1.7624], [0.3299, -4.6299, 1.3430]],
  "forces_ev_per_a": [[0.400, -1.668, -0.771], [-1.289, 1.445, -1.327], [0.173, -0.657, 1.667], [-2.128, 0.365, -0.692], [-0.838, 2.772, -2.542], [0.500, 2.539, -0.789], [-1.902, -4.145, 1.138], [5.976, -4.541, -2.226], [-4.911, 2.681, 4.116], [0.052, 3.040, -2.734], [-6.150, 0.752, -4.885], [3.872, -1.024, 5.620], [3.268, 1.614, -1.729], [3.150, -0.857, -0.025], [2.438, 0.057, 2.042], [-1.710, -0.546, -0.382], [0.337, -1.746, -1.352], [1.768, 2.127, 2.928], [-2.546, -3.140, -4.037], [-0.782, -0.813, 1.579], [-1.151, -0.962, -1.897], [-0.435, -0.304, -0.613], [0.629, 0.245, 1.220], [-1.178, 0.538, -0.198], [0.693, 1.129, -0.154], [2.107, 0.232, 0.921], [-0.472, 0.036, -0.005], [-0.048, -1.189, -0.755], [-0.749, -0.045, 1.200], [-0.795, -1.603, 0.840], [0.756, 2.369, 0.224], [-0.068, 0.480, 2.777], [-3.104, 2.906, -0.019], [3.932, -3.770, -0.644], [-1.255, -0.328, 4.386], [1.807, -0.005, 0.104], [-0.797, -0.584, 1.863], [-1.062, 0.015, -1.363], [0.836, -0.101, 1.895], [1.358, 0.777, -0.716], [1.699, 0.692, -0.420], [0.540, -1.596, -0.339], [-1.162, -1.489, 1.002], [-0.038, 0.429, 2.151], [-1.605, 1.250, -0.451], [-1.179, -0.296, 1.748], [0.041, -0.560, -0.383], [0.115, -0.171, 0.721], [-0.137, 1.260, 1.398], [-0.121, 1.644, -1.338], [-0.287, 1.975, -0.116], [-0.370, -1.380, 1.584], [1.834, 0.139, 0.333], [0.156, 0.368, -1.555], [-1.729, -0.961, 0.272], [-1.294, -1.614, -0.755], [0.970, 0.348, -1.998], [-0.228, -0.430, 1.364], [-0.397, -0.654, -1.503], [-1.074, 1.528, 0.017], [1.069, 0.707, 0.988], [0.189, 1.190, -1.647], [1.398, 0.393, 1.211], [-0.647, -1.414, -0.731], [0.453, -1.575, -0.868], [-1.044, 0.490, -1.231], [0.132, 0.456, -1.976], [2.038, -0.270, -1.011], [0.173, 1.533, -1.424], [0.147, -0.077, 0.019], [-0.063, -0.052, 0.438], [-0.210, -0.058, 0.091], [0.056, 0.087, -0.047], [-0.075, -0.041, 0.051], [0.100, 0.092, -0.009], [-0.202, 0.005, -0.039], [0.190, -0.002, -0.047], [0.134, 0.021, -0.211], [0.255, -0.017, -0.003], [-0.261, 0.234, -0.339], [-0.054, -0.035, 0.180], [-0.022, -0.072, 0.108], [-0.150, 0.101, -0.130], [0.028, -0.126, 0.000], [-0.165, 0.086, 0.050], [0.166, -0.166, -0.001], [0.303, 0.190, 0.266], [0.121, -0.154, 0.007], [-0.061, -0.032, 0.392], [-0.228, 0.152, -0.055], [0.080, 0.088, -0.083], [-0.050, -0.012, 0.077], [0.106, 0.059, -0.031], [-0.194, 0.103, 0.062], [0.195, -0.046, -0.087], [0.055, -0.133, -0.243], [0.133, 0.023, -0.091], [-0.157, -0.083, -0.338], [-0.302, 0.196, 0.265], [0.015, -0.107, 0.076], [-0.070, 0.042, -0.043], [0.056, -0.121, 0.027], [-0.188, 0.125, 0.081], [0.169, -0.093, 0.006], [0.254, 0.051, 0.074], [0.014, -0.166, -0.157], [0.255, -0.211, 0.288], [-0.275, 0.054, 0.102], [0.025, 0.109, -0.060], [0.000, -0.007, 0.145], [0.132, 0.067, -0.093], [-0.135, 0.067, 0.170], [0.106, -0.069, -0.182], [-0.065, -0.015, -0.258], [0.044, -0.133, -0.108], [0.150, -0.196, 0.314], [-0.230, 0.133, 0.110], [0.063, 0.097, -0.060], [-0.022, -0.038, 0.083], [0.095, 0.054, -0.074], [-0.117, 0.071, 0.171], [0.090, -0.026, -0.182], [-0.090, 0.051, -0.249], [-0.135, -0.066, 0.116], [-0.198, -0.163, -0.331], [-0.076, 0.002, -0.007], [-0.003, 0.126, 0.049], [0.007, -0.054, -0.082], [-0.052, 0.108, 0.059], [0.138, -0.015, -0.129], [-0.117, 0.052, 0.157], [0.266, -0.048, 0.169], [0.120, 0.008, -0.086], [-0.072, -0.087, -0.385], [-0.422, 0.050, 0.261], [0.021, -0.118, 0.086], [-0.066, 0.055, -0.036], [0.042, -0.122, 0.019], [-0.191, 0.123, 0.063], [0.161, -0.122, -0.003], [0.305, 0.044, -0.003], [0.230, -0.070, -0.228], [-0.074, -0.119, -0.316], [-0.390, 0.448, 0.245], [0.041, -0.098, 0.070], [-0.067, 0.053, -0.062], [0.039, -0.125, 0.008], [-0.187, 0.120, 0.037], [0.142, -0.072, 0.010], [0.207, -0.064, 0.178]]
}

---

[3]
{
  "formula": "C3H8N2O2",
  "method": "ωB97M-V with the def2-TZVPD basis set",
  "lumo_ev": 0.72,
  "charge": 0,
  "smiles": "NC(=O)CNCO",
  "relative_energy_ev": 1.489,
  "spin_multiplicity": 1,
  "total_energy_ha": -379.0863,
  "homo_ha": -0.3334,
  "symbols": ["N", "C", "O", "C", "N", "C", "O", "H", "H", "H", "H", "H", "H", "H", "H"],
  "coordinates": [[-1.7181, -1.8796, 0.5273], [-1.0722, -0.9422, -0.2431], [-0.9513, -1.1471, -1.4337], [-0.6474, 0.2723, 0.5762], [0.2159, 1.2532, 0.0234], [1.5244, 1.5838, 0.5773], [2.4540, 0.8490, -0.2683], [-1.7358, -2.7672, 0.0548], [-2.0544, -1.8136, 1.4695], [-0.2606, -0.2124, 1.4851], [-1.6145, 0.7397, 0.9570], [-0.1575, 1.9794, -0.5909], [1.5314, 1.2406, 1.6122], [1.7161, 2.6413, 0.4910], [1.9125, 0.2061, -0.7337]],
  "forces_ev_per_a": [[0.258, -0.473, -0.582], [-0.733, -0.029, -0.130], [0.698, 0.493, 0.335], [-1.468, 0.403, 1.036], [0.243, 1.360, -0.108], [-1.199, -2.277, -1.904], [0.675, 0.851, 1.208], [-0.516, -0.145, 0.203], [0.313, 0.226, 0.055], [0.529, 0.598, -0.157], [0.756, -0.526, -0.491], [-0.105, -0.813, 0.485], [0.458, 0.029, 0.076], [0.218, 0.257, 0.024], [-0.126, 0.044, -0.050]]
}

---

[4]
{
  "formula": "C5H12N5",
  "method": "ωB97M-V with the def2-TZVPD basis set",
  "lumo_ev": -5.54,
  "charge": 1,
  "relative_energy_ev": 8.216,
  "spin_multiplicity": 1,
  "total_energy_ha": -471.0067,
  "homo_ha": -0.5343,
  "symbols": ["C", "C", "C", "C", "C", "N", "N", "N", "N", "N", "H", "H", "H", "H", "H", "H", "H", "H", "H", "H", "H", "H"],
  "coordinates": [[-0.8634, 0.7517, -1.4505], [-0.2099, -1.7069, -1.3329], [1.4911, 0.1511, -1.1966], [-1.2532, 1.2510, 1.6164], [0.0508, -0.2585, -0.8308], [1.1617, -0.9224, 2.8492], [2.0253, -1.5209, 3.2046], [0.2152, -0.1765, 2.7198], [0.2165, -0.4431, 0.5541], [-0.3034, 0.1691, 1.5579], [-1.7985, 0.7352, -0.8995], [-0.5649, 1.8419, -1.2803], [-1.0393, 0.4073, -2.4200], [0.6803, -2.1306, -1.0024], [-1.1376, -1.9205, -0.9196], [-0.2709, -1.3967, -2.3506], [1.9676, -0.4602, -1.9194], [1.8178, 1.1121, -1.5251], [2.3312, -0.1063, -0.3974], [-1.1832, 1.8230, 2.6209], [-1.0272, 2.0750, 0.8997], [-2.3060, 0.7256, 1.5027]],
  "forces_ev_per_a": [[-0.852, 1.921, 3.065], [0.458, 3.911, -0.253], [3.665, -1.391, 1.790], [-2.666, 1.494, 1.266], [1.474, 1.284, -0.760], [1.704, -1.219, -0.535], [0.267, -0.397, -0.108], [-2.721, 2.166, 3.285], [-1.378, 1.202, 3.609], [3.180, -1.991, -4.423], [-0.630, -0.307, -0.333], [0.096, -1.571, -0.978], [-0.244, 0.368, -1.754], [0.919, -2.088, 0.085], [-1.517, -1.498, 0.547], [0.038, -1.337, -1.213], [-0.364, -1.083, -1.375], [-1.003, 1.255, 0.090], [-2.041, 0.579, -0.771], [-0.107, -1.629, -1.401], [-0.294, -1.250, 0.035], [2.017, 1.584, 0.133]]
}